[1]
# C22H44Cl4O15

A cluster of 7 separate species, C22H44Cl4O15 in total (the ωB97M-V functional and the def2-TZVPD basis, OMol25).

Positions of all 85 atoms, in Å:
C  0.216  -6.220  0.116
Cl  1.504  -6.676  -0.956
Cl  -0.953  -5.137  -0.695
H  -0.306  -7.146  0.357
H  0.579  -5.696  1.000
C  -1.650  -2.119  1.032
Cl  -1.065  -0.452  1.112
Cl  -3.252  -2.347  1.692
H  -1.808  -2.389  -0.012
H  -1.059  -2.842  1.593
C  -1.845  -3.625  5.149
C  -0.898  -2.361  5.080
O  0.304  -2.517  5.853
C  1.082  -1.510  5.947
O  0.840  -0.390  5.534
O  2.174  -1.997  6.517
C  3.266  -1.146  6.627
H  -2.045  -3.772  6.210
H  -1.356  -4.524  4.775
H  -2.825  -3.454  4.703
H  -1.561  -1.603  5.499
H  -0.633  -2.213  4.033
H  4.152  -1.711  6.917
H  3.117  -0.460  7.460
H  3.455  -0.604  5.700
C  -2.935  0.930  -7.143
C  -3.881  0.381  -6.158
O  -3.605  -1.008  -6.004
C  -3.073  -1.497  -4.859
O  -2.575  -0.815  -3.944
O  -3.316  -2.798  -4.764
C  -2.788  -3.559  -3.684
H  -3.249  1.892  -7.548
H  -2.831  0.228  -7.971
H  -1.941  0.927  -6.696
H  -4.848  0.445  -6.657
H  -3.903  0.938  -5.222
H  -3.360  -4.477  -3.552
H  -2.792  -3.089  -2.701
H  -1.742  -3.864  -3.734
C  3.279  -0.897  2.779
C  3.842  -1.468  1.464
O  3.053  -1.232  0.307
C  2.127  -2.013  -0.176
O  1.878  -3.159  0.122
O  1.560  -1.370  -1.195
C  0.625  -1.979  -1.987
H  3.600  -1.552  3.588
H  2.220  -1.155  2.814
H  3.538  0.138  3.002
H  4.086  -2.525  1.568
H  4.772  -0.957  1.214
H  -0.380  -1.781  -1.614
H  0.792  -3.056  -1.978
H  0.865  -1.682  -3.008
C  -0.244  7.099  -2.098
C  0.099  5.617  -2.179
O  -0.595  4.656  -1.362
C  -1.136  3.559  -1.854
O  -1.420  3.382  -3.030
O  -1.607  2.752  -0.886
C  -2.390  1.680  -1.342
H  -1.304  7.316  -2.231
H  0.370  7.658  -2.804
H  -0.082  7.540  -1.114
H  1.135  5.418  -1.905
H  -0.011  5.251  -3.200
H  -2.773  1.092  -0.508
H  -1.688  1.093  -1.934
H  -3.239  1.959  -1.965
C  0.820  2.930  3.266
C  0.390  2.896  1.772
O  1.387  2.605  0.813
C  2.185  3.368  0.179
O  2.477  4.500  0.481
O  2.579  2.727  -0.978
C  3.434  3.237  -1.984
H  -0.096  2.996  3.854
H  1.492  3.758  3.492
H  1.277  1.945  3.370
H  -0.140  3.832  1.595
H  -0.421  2.171  1.699
H  4.292  3.705  -1.501
H  2.893  3.868  -2.689
H  3.861  2.355  -2.463

As for the LUMO energy: 0.43 eV. The net charge is 0. The calculation puts the total energy at -104328.1987 eV. Its SMILES is CCOC(=O)OC.CCOC(=O)OC.CCOC(=O)OC.CCOC(=O)OC.CCOC(=O)OC.ClCCl.ClCCl. The gap between HOMO and LUMO comes out at 10.6 eV.

These are the Löwdin partial charges, in e, on atoms 1 to 4: number 1, C, carries -1.016; number 2, Cl, carries 0.543; number 3, Cl, carries 0.529; number 4, H, carries 0.023

***

[2]
# C22H44F5FeN4O5SSi2Te

A structure of composition C22H44F5FeN4O5SSi2Te (the ωB97M-V functional and the def2-TZVPD basis, OMol25).

Positions of all 85 atoms, in Å:
Fe  0.418  2.282  -0.274
C  3.717  4.596  0.324
C  2.326  5.107  0.211
N  1.235  4.379  0.124
C  0.180  5.243  0.021
C  0.629  6.529  0.080
N  1.992  6.419  0.190
C  -0.024  7.856  0.082
O  -1.339  7.868  0.051
O  0.650  8.862  0.131
C  -1.169  4.669  -0.163
O  -2.176  5.379  -0.109
O  -1.163  3.409  -0.372
H  3.692  3.510  0.339
H  4.197  4.982  1.225
H  4.298  4.900  -0.548
H  2.606  7.215  0.242
H  -1.732  6.939  -0.001
F  4.009  0.527  -0.320
Te  2.530  0.601  -1.532
F  3.947  0.878  -2.867
F  3.028  2.507  -1.444
F  0.687  2.088  -2.241
F  3.446  -1.306  -1.805
O  1.690  1.298  0.253
C  -3.979  0.032  2.846
Si  -2.554  -0.614  1.805
C  -1.001  -0.684  2.849
C  -2.929  -2.337  1.170
C  -2.218  0.589  0.405
Si  -3.490  0.988  -0.958
C  -4.939  1.904  -0.194
C  -4.082  -0.669  -1.631
C  -2.848  1.948  -2.423
H  -4.040  -0.499  3.801
H  -4.936  -0.096  2.334
H  -3.859  1.097  3.065
H  -1.142  -1.289  3.750
H  -0.689  0.318  3.160
H  -0.182  -1.119  2.273
H  -2.700  -3.088  1.931
H  -2.322  -2.547  0.288
H  -3.979  -2.450  0.892
H  -1.929  1.528  0.886
H  -5.405  1.344  0.620
H  -5.700  2.082  -0.961
H  -4.620  2.876  0.193
H  -4.598  -1.266  -0.875
H  -3.239  -1.255  -2.005
H  -4.777  -0.509  -2.461
H  -2.763  3.011  -2.192
H  -3.528  1.830  -3.272
H  -1.854  1.612  -2.730
C  -1.059  -4.916  -0.723
C  -1.298  -4.286  -2.097
C  -0.012  -3.909  -2.843
C  0.612  -2.580  -2.435
N  1.112  -2.608  -1.062
C  1.274  -1.492  -0.364
S  -0.769  0.012  -0.615
N  1.866  -1.498  0.815
C  2.497  -2.643  1.453
C  3.954  -2.819  1.018
C  4.486  -4.222  1.301
C  4.680  -4.515  2.789
H  -2.006  -5.214  -0.268
H  -0.572  -4.213  -0.049
H  -0.429  -5.806  -0.810
H  -1.915  -3.389  -1.985
H  -1.860  -4.998  -2.706
H  -0.228  -3.839  -3.911
H  0.728  -4.708  -2.711
H  -0.116  -1.774  -2.508
H  1.450  -2.347  -3.098
H  1.762  -3.365  -0.887
H  2.091  -0.569  1.155
H  1.916  -3.537  1.206
H  2.422  -2.492  2.532
H  4.576  -2.074  1.522
H  4.021  -2.601  -0.051
H  5.445  -4.333  0.789
H  3.804  -4.966  0.874
H  5.312  -3.752  3.250
H  5.163  -5.483  2.937
H  3.726  -4.533  3.321

As for the LUMO energy (alpha / beta): 1.22 / 0.90 eV. The net charge is -1. The calculation puts the total energy at -121590.9698 eV. The gap between HOMO and LUMO (alpha / beta) comes out at 6.5 / 6.7 eV. As for the multiplicity: 5.

These are the Löwdin partial charges, in e, on atoms 1 to 4: number 1, Fe, carries 0.666; number 2, C, carries 0.004; number 3, C, carries -0.306; number 4, N, carries 0.147

***

[3]
# C22H44N2O4S2

A cluster of 3 separate species, C22H44N2O4S2 in total (the ωB97M-V functional and the def2-TZVPD basis, OMol25).

Positions of all 74 atoms, in Å:
O  -2.693  3.105  -1.783
S  -2.425  4.437  -1.305
O  -1.427  5.136  -2.391
C  -0.307  4.356  -2.839
C  0.972  4.629  -2.073
C  0.861  4.356  -0.558
C  -0.297  3.442  -0.143
C  0.039  2.873  1.256
C  0.325  1.359  1.259
C  1.269  0.877  0.135
C  0.486  0.047  -0.877
S  1.469  -0.411  -2.337
C  0.553  0.203  -3.676
N  0.688  -0.036  -4.936
N  -0.270  0.715  -5.562
C  -0.929  1.355  -4.679
O  -0.449  1.056  -3.430
O  -1.487  4.244  0.029
H  -0.130  4.637  -3.875
H  -0.504  3.289  -2.850
H  1.711  3.941  -2.482
H  1.304  5.647  -2.259
H  0.788  5.291  -0.011
H  1.763  3.843  -0.243
H  -0.431  2.611  -0.825
H  0.822  3.463  1.721
H  -0.845  3.025  1.872
H  0.815  1.140  2.206
H  -0.607  0.797  1.281
H  1.992  0.206  0.592
H  1.808  1.712  -0.301
H  0.193  -0.882  -0.395
H  -0.430  0.536  -1.192
H  -1.739  2.042  -4.807
C  1.703  2.377  5.314
C  1.876  1.084  6.104
C  0.856  0.008  5.732
C  -0.603  0.379  6.002
C  -0.918  0.749  7.450
C  -0.673  -0.391  8.435
H  0.734  2.839  5.506
H  2.474  3.098  5.590
H  1.780  2.191  4.240
H  1.830  1.299  7.174
H  2.877  0.688  5.916
H  1.104  -0.913  6.268
H  0.962  -0.228  4.668
H  -1.234  -0.465  5.706
H  -0.894  1.211  5.354
H  -1.968  1.044  7.510
H  -0.337  1.625  7.753
H  -1.274  -1.265  8.174
H  -0.945  -0.088  9.447
H  0.375  -0.692  8.453
C  -2.289  -6.360  -5.093
C  -0.995  -6.402  -4.285
C  -0.902  -5.303  -3.229
C  -0.909  -3.876  -3.780
C  0.198  -3.562  -4.785
C  1.600  -3.687  -4.196
H  -2.383  -5.431  -5.657
H  -2.321  -7.183  -5.808
H  -3.158  -6.451  -4.438
H  -0.138  -6.351  -4.963
H  -0.927  -7.370  -3.782
H  0.003  -5.460  -2.635
H  -1.740  -5.410  -2.532
H  -0.830  -3.179  -2.938
H  -1.877  -3.670  -4.247
H  0.061  -2.541  -5.143
H  0.111  -4.207  -5.664
H  1.724  -3.022  -3.336
H  2.352  -3.418  -4.939
H  1.809  -4.708  -3.870

As for the LUMO energy: 0.45 eV. The net charge is 0. The calculation puts the total energy at -56367.0996 eV. The gap between HOMO and LUMO comes out at 9.6 eV.

These are the Löwdin partial charges, in e, on atoms 1 to 4: number 1, O, carries -0.401; number 2, S, carries 0.967; number 3, O, carries -0.314; number 4, C, carries -0.245

***

[4]
# C22H44N6O4P2S

A cluster of 3 separate species, C22H44N6O4P2S in total (the ωB97M-V functional and the def2-TZVPD basis, OMol25).

Positions of all 79 atoms, in Å:
C  5.787  1.896  -1.533
C  4.790  2.004  -2.242
C  3.309  1.904  -2.690
C  2.893  0.757  -3.361
C  1.343  0.742  -3.729
O  0.927  0.354  -4.808
C  0.397  1.324  -2.580
C  -0.978  0.672  -2.152
C  -1.475  -0.527  -3.084
C  0.816  2.482  -1.914
S  -0.135  3.335  -0.613
C  2.237  3.044  -2.374
O  2.471  4.230  -2.510
H  6.694  1.802  -0.889
H  3.586  -0.089  -3.625
H  -0.801  0.215  -1.118
H  -1.763  1.476  -1.992
H  -0.647  -1.122  -3.560
H  -2.043  -1.242  -2.397
H  -2.206  -0.085  -3.825
H  -1.309  3.803  -1.179
O  5.236  0.452  1.432
P  6.169  0.143  2.608
N  4.925  -0.567  3.543
C  4.429  -0.169  4.843
C  4.296  -1.780  3.036
N  6.378  1.796  3.053
C  6.093  2.378  4.350
C  6.163  2.808  2.022
N  7.340  -0.249  3.879
C  8.710  0.175  3.495
C  7.457  -1.678  4.233
H  5.231  -0.043  5.575
H  3.761  -0.917  5.279
H  3.849  0.755  4.775
H  4.867  -2.671  3.329
H  4.237  -1.775  1.945
H  3.272  -1.900  3.397
H  5.029  2.607  4.470
H  6.645  3.317  4.479
H  6.422  1.752  5.178
H  5.096  3.004  1.871
H  6.600  2.497  1.073
H  6.650  3.752  2.284
H  9.057  -0.361  2.606
H  9.414  -0.006  4.312
H  8.764  1.242  3.282
H  7.603  -2.301  3.345
H  6.581  -2.036  4.773
H  8.296  -1.843  4.913
O  -6.500  -1.874  0.412
P  -7.206  -1.634  -0.924
N  -5.912  -2.272  -1.843
C  -5.111  -1.617  -2.854
C  -5.580  -3.681  -1.671
N  -7.087  0.083  -0.828
C  -6.466  0.957  -1.803
C  -6.948  0.677  0.500
N  -8.137  -1.393  -2.413
C  -9.483  -0.838  -2.119
C  -8.380  -2.601  -3.226
H  -5.721  -1.124  -3.616
H  -4.480  -2.318  -3.409
H  -4.432  -0.889  -2.402
H  -6.200  -4.313  -2.319
H  -5.744  -4.008  -0.642
H  -4.531  -3.891  -1.896
H  -5.378  0.997  -1.682
H  -6.844  1.981  -1.696
H  -6.703  0.683  -2.831
H  -5.916  0.604  0.864
H  -7.608  0.188  1.219
H  -7.234  1.733  0.495
H  -10.075  -1.533  -1.515
H  -10.023  -0.627  -3.045
H  -9.428  0.107  -1.580
H  -8.790  -3.416  -2.623
H  -7.472  -2.950  -3.717
H  -9.078  -2.388  -4.040

As for the LUMO energy: -0.81 eV. The net charge is 0. The calculation puts the total energy at -70061.2891 eV. Its SMILES is C#CC1=CC(=O)C(CC)=C(S)C1=O.CN(C)P(=O)(N(C)C)N(C)C.CN(C)P(=O)(N(C)C)N(C)C. The gap between HOMO and LUMO comes out at 7.2 eV.

These are the Löwdin partial charges, in e, on atoms 1 to 4: number 1, C, carries 0.104; number 2, C, carries -0.051; number 3, C, carries -0.111; number 4, C, carries 0.067

***

Which value of net charge does entry 1 give? 0

***

Number 2 is which compound? C22H44F5FeN4O5SSi2Te